{"formula": "C4H10O", "method": "ωB97M-V/def2-TZVPD", "homo_lumo_gap_ev": 10.8178, "smiles": "CC=O.CC", "e_above_lowest_kcal_mol": 25.4, "species": ["O", "C", "C", "C", "C", "H", "H", "H", "H", "H", "H", "H", "H", "H", "H"], "positions_angstrom": [[1.0870, -2.3382, 0.9759], [0.7664, 3.7401, -0.7459], [-0.4681, 2.9618, -1.0734], [0.0299, -2.1517, 0.4400], [-1.2060, -2.9754, 0.5888], [-2.0462, -2.6993, -0.0688], [1.6921, 3.1602, -0.8986], [-0.6617, 2.9426, -2.1422], [0.8149, 4.7491, -1.1509], [-1.4324, -2.8999, 1.6564], [-1.3758, 3.4418, -0.6548], [-0.5362, 1.9822, -0.6225], [0.8189, 3.9838, 0.3393], [-0.9731, -4.0236, 0.3425], [-0.2617, -1.2360, -0.0760]]}

***

{"formula": "C4H10O", "method": "ωB97M-V/def2-TZVPD", "homo_lumo_gap_ev": 10.5747, "smiles": "COC(C)C", "e_above_lowest_kcal_mol": 57.2, "species": ["O", "C", "C", "C", "C", "H", "H", "H", "H", "H", "H", "H", "H", "H", "H"], "positions_angstrom": [[0.5866, -0.4265, -0.5515], [0.6340, 1.7611, 0.5625], [-0.6903, -0.4191, 1.3455], [-0.2325, 0.4429, 0.1813], [-0.1217, -1.2341, -1.5219], [-1.0730, -1.8152, -0.9015], [0.6860, -2.1078, -1.7886], [0.1580, -0.9576, 1.8224], [1.6754, 1.3065, 0.7475], [-1.2815, 0.1151, 2.0455], [-0.6556, -0.5713, -2.4207], [-1.2651, 0.6049, -0.3275], [0.2588, 2.3464, 1.4302], [-1.4395, -1.1634, 0.8175], [0.7063, 2.3496, -0.4171]]}

***

{"formula": "C4H10O", "method": "ωB97M-V/def2-TZVPD", "homo_lumo_gap_ev": 11.2561, "smiles": "CC(C)CO", "e_above_lowest_kcal_mol": 17.8, "species": ["O", "C", "C", "C", "C", "H", "H", "H", "H", "H", "H", "H", "H", "H", "H"], "positions_angstrom": [[-1.8466, 1.1334, -0.2669], [1.3849, -0.6548, -0.5061], [-0.5169, 0.9005, -0.7381], [-0.0722, -0.3724, -0.1975], [-0.2492, -0.5298, 1.3477], [0.3632, 0.0835, 1.9971], [-1.2989, -0.3722, 1.7173], [-0.7607, -1.1280, -0.5039], [1.6826, -1.5493, -0.0170], [0.0294, -1.5463, 1.5384], [1.6946, -0.6072, -1.5773], [0.1786, 1.6855, -0.3755], [-2.1364, 2.0468, -0.4807], [-0.5612, 0.8221, -1.8862], [2.1089, 0.0883, -0.0513]]}

***

{"formula": "C4H10O", "method": "ωB97M-V/def2-TZVPD", "homo_lumo_gap_ev": 10.7874, "smiles": "C=O.CCC", "e_above_lowest_kcal_mol": 42.4, "species": ["O", "C", "C", "C", "C", "H", "H", "H", "H", "H", "H", "H", "H", "H", "H"], "positions_angstrom": [[3.0989, 0.2689, -0.5052], [2.7824, 1.2330, 0.2280], [-1.3248, -1.0535, -0.2000], [-0.3682, -0.3829, -1.1770], [-1.3999, -0.1217, 1.0224], [-2.2670, -0.4891, 1.6945], [-0.3870, -0.1310, 1.5766], [-1.5899, 0.9831, 0.8045], [0.6245, -0.6259, -0.9049], [-0.9234, -1.9320, 0.1690], [-0.5646, -0.4759, -2.2538], [-2.2935, -1.3388, -0.5905], [2.3945, 2.1777, -0.1893], [2.6085, 1.1571, 1.3242], [-0.3904, 0.7309, -0.9985]]}

***

{"formula": "C4H10O", "method": "ωB97M-V/def2-TZVPD", "homo_lumo_gap_ev": 10.9072, "smiles": "COC(C)C", "e_above_lowest_kcal_mol": 20.1, "species": ["O", "C", "C", "C", "C", "H", "H", "H", "H", "H", "H", "H", "H", "H", "H"], "positions_angstrom": [[0.8346, -0.5773, 0.2994], [-0.2952, 0.2730, 0.1567], [-0.7423, 0.5088, 1.6276], [1.8118, -0.3099, -0.6694], [-1.2062, -0.3670, -0.9058], [2.2516, 0.6740, -0.4629], [-1.1129, -0.4040, 2.1021], [-1.9296, 0.2823, -1.4128], [-1.4555, 1.3229, 1.8132], [0.1714, 0.7831, 2.1750], [2.5481, -1.1063, -0.5525], [-0.5454, -0.7545, -1.7023], [1.4306, -0.3237, -1.7075], [-1.6940, -1.2647, -0.5148], [0.0019, 1.2816, -0.1925]]}

***

{"formula": "C4H10O", "method": "ωB97M-V/def2-TZVPD", "homo_lumo_gap_ev": 7.5046, "e_above_lowest_kcal_mol": 123.6, "species": ["O", "C", "C", "C", "C", "H", "H", "H", "H", "H", "H", "H", "H", "H", "H"], "positions_angstrom": [[-0.4127, -1.6392, -1.0180], [0.1236, -0.7035, 1.8090], [-0.6407, 0.8625, -0.1415], [0.3655, 0.3270, 0.8540], [0.1964, 0.9121, -1.4491], [0.1844, -2.3859, -0.8753], [0.8763, -1.3196, 2.2664], [0.5966, -0.1517, -1.5793], [-0.8801, -0.5951, 2.2015], [0.1539, -0.9710, 0.4623], [0.9535, 1.6498, -1.1074], [1.3312, 0.8355, 0.7948], [-1.3977, 0.0643, -0.1651], [-0.3734, 1.3090, -2.2860], [-1.0767, 1.8059, 0.2337]]}

***

{"formula": "C4H10O", "method": "ωB97M-V/def2-TZVPD", "homo_lumo_gap_ev": 10.0669, "smiles": "C/C=C/C.O", "e_above_lowest_kcal_mol": 29.4, "species": ["O", "C", "C", "C", "C", "H", "H", "H", "H", "H", "H", "H", "H", "H", "H"], "positions_angstrom": [[-0.7942, 0.9119, 1.6724], [2.0615, 0.0585, -0.2815], [0.6941, -0.5752, -0.2209], [-0.4495, 0.0340, -0.5561], [-1.8180, -0.5757, -0.4234], [-0.6561, 1.8431, 1.4684], [-1.8100, -1.3937, 0.3046], [-0.0326, 0.4006, 1.3156], [2.5240, -0.1428, -1.2525], [-2.5503, 0.1552, -0.0664], [2.0170, 1.1471, -0.1500], [-0.4201, 1.0598, -0.9341], [0.6429, -1.6346, 0.0281], [2.7421, -0.3282, 0.4870], [-2.1508, -0.9603, -1.3913]]}

***

{"formula": "C4H10O2", "method": "ωB97M-V/def2-TZVPD", "homo_lumo_gap_ev": 11.1627, "smiles": "CC(=O)CO.C", "e_above_lowest_kcal_mol": 21.1, "species": ["O", "O", "C", "C", "C", "C", "H", "H", "H", "H", "H", "H", "H", "H", "H", "H"], "positions_angstrom": [[-1.5165, -0.2816, 0.8254], [-1.0174, 1.8292, -0.5284], [-0.3518, 0.0598, 0.9093], [0.0201, 1.4164, 0.3124], [0.0370, -0.8125, -1.8543], [0.6542, -0.7796, 1.6402], [-0.4012, 0.1311, -1.5360], [1.0854, -0.1914, 2.4557], [-1.7560, 1.2428, -0.2664], [0.1384, 2.1175, 1.1521], [1.4748, -1.1156, 0.9963], [0.9759, 1.3869, -0.2293], [-0.0076, -0.8118, -2.9405], [1.0808, -0.9021, -1.5333], [0.1266, -1.6458, 2.0424], [-0.5429, -1.6433, -1.4456]]}

***

{"formula": "C4H10O2", "method": "ωB97M-V/def2-TZVPD", "homo_lumo_gap_ev": 10.4911, "smiles": "CC(C)=O.CO", "e_above_lowest_kcal_mol": 36.6, "species": ["O", "O", "C", "C", "C", "C", "H", "H", "H", "H", "H", "H", "H", "H", "H", "H"], "positions_angstrom": [[1.8113, -0.0037, 0.7178], [-0.8053, -0.8270, 1.0072], [2.5835, -0.9148, -0.0127], [-2.6153, 0.5047, 0.2074], [-0.2511, 0.6977, -0.6851], [-1.2076, 0.0133, 0.2130], [0.4645, -0.0025, -1.1325], [-3.1588, -0.2796, -0.3250], [-2.7205, 1.4471, -0.3387], [0.9929, -0.4646, 0.9869], [3.3777, -0.3575, -0.5205], [3.0353, -1.6528, 0.6592], [-2.9959, 0.5916, 1.2247], [-0.5863, 1.4182, -1.4231], [0.0603, 1.2958, 0.2073], [2.0154, -1.4658, -0.7859]]}

***

{"formula": "C4H10O2", "method": "ωB97M-V/def2-TZVPD", "homo_lumo_gap_ev": 10.5602, "smiles": "COC[C@@H](C)O", "e_above_lowest_kcal_mol": 54.8, "species": ["O", "O", "C", "C", "C", "C", "H", "H", "H", "H", "H", "H", "H", "H", "H", "H"], "positions_angstrom": [[1.6389, 0.3434, -0.0019], [-0.0399, -0.4262, 1.4615], [1.4302, -1.1340, -0.3404], [-0.6341, 0.5485, 0.6269], [-1.7780, -0.0107, -0.2010], [0.4887, 1.1302, -0.2870], [-1.0060, 1.3093, 1.3183], [1.3018, -1.1074, -1.4120], [0.2559, 1.0596, -1.3629], [-2.4625, -0.5839, 0.4283], [0.6431, -1.8239, 0.0550], [0.9002, -0.1321, 1.4373], [2.3649, -1.5392, 0.0298], [0.6454, 2.2051, -0.0779], [-1.4196, -0.6584, -1.0130], [-2.3289, 0.8199, -0.6608]]}

***

{"formula": "C4H10O2", "method": "ωB97M-V/def2-TZVPD", "homo_lumo_gap_ev": 10.9753, "smiles": "C1CCOC1.O", "e_above_lowest_kcal_mol": 24.9, "species": ["O", "O", "C", "C", "C", "C", "H", "H", "H", "H", "H", "H", "H", "H", "H", "H"], "positions_angstrom": [[-0.1729, -2.9422, -1.9785], [-0.3822, -0.2870, -0.6359], [-0.7400, 1.1926, 1.0939], [0.5691, 1.5535, 0.4601], [-0.7929, -0.3048, 0.7171], [0.7654, 0.5152, -0.6637], [0.4255, -3.6896, -1.7512], [-1.6446, 1.7249, 0.7421], [1.6376, -0.1619, -0.5852], [0.6170, 2.6060, 0.1204], [-1.8065, -0.7407, 0.8066], [-0.7093, 1.2742, 2.1974], [0.8599, 1.0773, -1.6127], [-0.0928, -0.9657, 1.2635], [1.4135, 1.3856, 1.1560], [0.0530, -2.2375, -1.3300]]}

***

{"formula": "C4H10O2", "method": "ωB97M-V/def2-TZVPD", "homo_lumo_gap_ev": 9.6360, "e_above_lowest_kcal_mol": 106.7, "species": ["O", "O", "C", "C", "C", "C", "H", "H", "H", "H", "H", "H", "H", "H", "H", "H"], "positions_angstrom": [[-1.1573, -1.1037, 1.0652], [1.7476, -0.6851, -1.1009], [-0.3956, -0.5488, -1.1437], [-1.6764, 1.0947, 0.3085], [2.3054, -0.0228, -0.1865], [-0.8753, -0.1674, 0.0854], [-2.7402, 0.8823, 0.1526], [-1.5510, 1.4580, 1.3322], [2.7444, 0.9669, -0.4078], [0.3964, 0.3892, 0.5141], [-0.7063, -1.9289, 0.8408], [-0.3507, 0.1694, -1.9537], [2.7995, -0.5534, 0.6516], [-1.3673, 1.8784, -0.3884], [1.2792, 0.5025, 0.6640], [-0.2874, -1.5913, -1.4184]]}

***

{"formula": "C4H10O2", "method": "ωB97M-V/def2-TZVPD", "homo_lumo_gap_ev": 10.7925, "smiles": "CCCC=O.O", "e_above_lowest_kcal_mol": 42.7, "species": ["O", "O", "C", "C", "C", "C", "H", "H", "H", "H", "H", "H", "H", "H", "H", "H"], "positions_angstrom": [[-2.4005, 2.3687, 1.2680], [2.0494, -1.7850, 1.2295], [-1.1530, 0.7760, -1.4243], [0.2582, 0.0609, -1.1890], [1.7460, -1.4804, 0.1331], [0.4540, -0.7001, 0.0447], [0.2941, -0.7849, -1.9578], [2.1792, -1.8665, -0.8034], [-2.0171, 0.2792, -1.1181], [-0.4352, -1.3971, 0.1901], [1.1142, 0.7407, -1.5347], [0.4087, -0.0026, 0.9463], [-2.1283, 2.1304, 0.3874], [-1.9442, 1.7295, 1.8745], [-1.3520, 0.8742, -2.4250], [-1.1416, 1.6890, -0.9265]]}

***

{"formula": "C4H10O2", "method": "ωB97M-V/def2-TZVPD", "homo_lumo_gap_ev": 10.9851, "smiles": "OCCO.C=C", "e_above_lowest_kcal_mol": 48.2, "species": ["O", "O", "C", "C", "C", "C", "H", "H", "H", "H", "H", "H", "H", "H", "H", "H"], "positions_angstrom": [[-1.2182, 2.5116, 0.8733], [-1.5458, -0.0354, -0.7163], [-0.5863, 0.9938, -0.8004], [0.7306, -1.9023, 0.5361], [-0.1700, 1.6308, 0.5272], [0.3899, -2.3758, -0.6606], [-1.0135, 2.9013, 1.7283], [1.5264, -1.1739, 0.6726], [-0.3167, -3.1974, -0.7378], [-1.1217, 1.7812, -1.3343], [0.7814, 2.1864, 0.4154], [0.2264, -2.2517, 1.4333], [-0.0042, 0.8739, 1.3112], [-1.1197, -0.8908, -0.5805], [0.3171, 0.7240, -1.3763], [0.7975, -1.9820, -1.5898]]}

***

{"formula": "C4H10O2", "method": "ωB97M-V/def2-TZVPD", "homo_lumo_gap_ev": 10.8198, "smiles": "CO[C@@H](C)CO", "e_above_lowest_kcal_mol": 43.0, "species": ["O", "O", "C", "C", "C", "C", "H", "H", "H", "H", "H", "H", "H", "H", "H", "H"], "positions_angstrom": [[0.9966, 0.2375, 0.5511], [-1.1386, 1.3562, 0.4692], [-0.2734, -1.9290, 0.4973], [0.1060, -0.6065, -0.1920], [-1.1546, 0.2713, -0.4281], [1.3383, 1.4961, -0.1526], [-0.4110, 1.1169, 1.0789], [1.9832, 2.0049, 0.5593], [0.5564, 2.2335, -0.4211], [0.5731, -2.5899, 0.7092], [-0.8364, -1.7817, 1.4249], [0.6066, -0.8818, -1.1321], [-2.0693, -0.2887, -0.2323], [-0.9382, -2.4801, -0.1885], [-1.1741, 0.6224, -1.4670], [1.8354, 1.2187, -1.0762]]}